The following is a DFT calculation (ωB97M-V/def2-TZVPD) of an isolated molecule of C7H11P at a distorted geometry.

The calculation puts the largest force on an atom at 6.714 eV/A. The calculation puts the LUMO energy at 0.07 eV. For the total energy, the calculation gives -614.570181 hartree. As for the SMILES: CCC1=C[C@@H](C)P=C1. For the highest occupied orbital energy, the calculation gives -8.189 eV. The calculation puts the energy relative to the best compared isomer or geometry (same formula, charge and spin) at 21.49 kcal/mol.

Atoms and positions in Å:
C1 0.096 0.675 -1.691
C2 0.198 -0.445 0.301
C3 1.532 -0.914 -0.418
C4 -0.622 0.461 -0.320
C5 1.772 -2.416 -0.512
C6 -1.553 1.598 1.633
C7 -1.740 1.229 0.125
P1 1.558 -0.156 -2.280
H1 -0.465 1.145 -2.484
H2 0.128 -0.720 1.328
H3 2.379 -0.365 0.069
H4 1.298 -2.894 -1.388
H5 2.972 -2.451 -0.541
H6 1.498 -2.840 0.447
H7 -2.358 2.194 1.961
H8 -0.718 2.204 1.811
H9 -1.453 0.654 2.205
H10 -1.763 2.215 -0.304
H11 -2.760 0.825 0.058

The following is a DFT calculation (ωB97M-V/def2-TZVPD) of an isolated molecule of C7H12 at a distorted geometry.

The calculation puts the largest force on an atom at 4.874 eV/A. The calculation puts the LUMO energy at 0.61 eV. For the total energy, the calculation gives -273.787218 hartree. As for the SMILES: C=C(/C=C/C)CC. For the highest occupied orbital energy, the calculation gives -8.132 eV. The calculation puts the energy relative to the best compared isomer or geometry (same formula, charge and spin) at 76.14 kcal/mol.

Atoms and positions in Å:
C1 -2.003 -0.387 0.382
C2 -0.789 -0.598 1.413
C3 0.531 -1.021 0.598
C4 0.973 -2.341 0.734
C5 0.720 2.201 -1.697
C6 0.886 1.251 -0.430
C7 1.226 -0.062 -0.363
H1 -1.661 -0.514 -0.727
H2 -2.411 0.645 0.489
H3 -2.847 -1.066 0.450
H4 -0.486 0.447 1.750
H5 -1.227 -1.140 2.207
H6 0.409 -3.055 1.420
H7 1.934 -2.692 0.480
H8 0.983 1.598 -2.638
H9 -0.376 2.499 -1.988
H10 1.575 2.953 -1.615
H11 0.534 1.845 0.459
H12 2.029 -0.564 -0.922

The following is a DFT calculation (ωB97M-V/def2-TZVPD) of an isolated molecule of C7H12.

The calculation puts the largest force on an atom at 0.831 eV/A. The calculation puts the LUMO energy at 0.87 eV. For the total energy, the calculation gives -273.830650 hartree. As for the SMILES: CC=C=CCCC. For the highest occupied orbital energy, the calculation gives -8.914 eV. The calculation puts the energy relative to the best compared isomer or geometry (same formula, charge and spin) at 48.88 kcal/mol.

Atoms and positions in Å:
C1 2.410 0.901 -1.173
C2 0.978 0.365 -1.125
C3 0.915 -0.936 -0.307
C4 -0.430 -1.627 -0.319
C5 -1.347 -1.146 0.472
C6 -2.049 -0.084 0.752
C7 -2.486 0.594 1.995
H1 2.777 1.137 -0.167
H2 3.085 0.151 -1.600
H3 2.494 1.810 -1.778
H4 0.317 1.125 -0.686
H5 0.610 0.189 -2.144
H6 1.182 -0.695 0.729
H7 1.664 -1.638 -0.681
H8 -2.150 0.505 -0.159
H9 -0.675 -2.366 -1.066
H10 -2.605 -0.062 2.857
H11 -3.409 1.145 1.805
H12 -1.705 1.333 2.218

The following is a DFT calculation (ωB97M-V/def2-TZVPD) of a cluster of 2 separate species, C7H12 in total at a distorted geometry.

The calculation puts the largest force on an atom at 2.086 eV/A. The calculation puts the LUMO energy at -0.79 eV. For the total energy, the calculation gives -273.645975 hartree. For the highest occupied orbital energy, the calculation gives -6.455 eV. The calculation puts the energy relative to the best compared isomer or geometry (same formula, charge and spin) at 164.77 kcal/mol.

Atoms and positions in Å:
C1 1.001 -1.311 0.382
C2 1.221 0.098 0.834
C3 0.524 0.795 -0.278
C4 -0.856 0.870 -0.347
C5 -1.663 0.431 0.655
C6 -2.704 -0.028 1.282
C7 1.254 1.035 -1.580
H1 1.684 -1.692 -0.369
H2 0.836 -2.031 1.176
H3 -0.157 -1.303 -0.213
H4 2.288 0.359 0.827
H5 0.896 0.277 1.858
H6 -1.337 1.489 -1.097
H7 -1.013 -1.621 -0.661
H8 -2.891 0.191 2.328
H9 -3.354 -0.776 0.842
H10 0.495 1.461 -2.228
H11 2.145 1.651 -1.433
H12 1.631 0.105 -1.979

The following is a DFT calculation (ωB97M-V/def2-TZVPD) of a cluster of 2 separate species, C7H12 in total at a distorted geometry.

The calculation puts the largest force on an atom at 2.281 eV/A. The calculation puts the LUMO energy (alpha / beta) at 0.80 / 0.65 eV. For the total energy, the calculation gives -273.728687 hartree. For the highest occupied orbital energy (alpha / beta), the calculation gives -7.934 / -7.839 eV. The calculation puts the energy relative to the best compared isomer or geometry (same formula, charge and spin) at 112.87 kcal/mol.

Atoms and positions in Å:
C1 2.402 0.308 -1.290
C2 -1.413 -0.679 -0.227
C3 1.896 -0.179 -0.197
C4 -0.694 0.372 0.044
C5 -2.925 -0.747 -0.214
C6 2.378 -0.951 0.948
C7 -0.866 1.780 0.394
H1 3.449 0.165 -1.560
H2 1.828 0.874 -2.004
H3 -0.938 -1.622 -0.468
H4 -3.273 -1.317 -1.075
H5 -3.366 0.247 -0.244
H6 -3.264 -1.254 0.691
H7 2.381 -0.330 1.844
H8 1.735 -1.810 1.133
H9 3.398 -1.307 0.767
H10 -0.509 2.417 -0.415
H11 -1.921 2.008 0.580
H12 -0.298 2.025 1.292

The following is a DFT calculation (ωB97M-V/def2-TZVPD) of an isolated molecule of C7H12 at a distorted geometry.

The calculation puts the largest force on an atom at 2.789 eV/A. The calculation puts the LUMO energy at 1.14 eV. For the total energy, the calculation gives -273.841240 hartree. As for the SMILES: C[C@@H]1C=C[C@H](C)C1. For the highest occupied orbital energy, the calculation gives -8.577 eV. The calculation puts the energy relative to the best compared isomer or geometry (same formula, charge and spin) at 42.24 kcal/mol.

Atoms and positions in Å:
C1 -2.428 -0.581 -0.101
C2 -1.157 0.706 -0.001
C3 -0.004 0.372 1.006
C4 1.361 0.405 0.251
C5 2.140 -0.904 0.393
C6 0.942 0.719 -1.160
C7 -0.366 0.980 -1.267
H1 -1.960 -1.458 -0.521
H2 -2.841 -0.838 0.902
H3 -3.347 -0.371 -0.710
H4 -2.061 1.201 0.265
H5 0.083 0.935 1.947
H6 -0.214 -0.662 1.265
H7 2.012 1.215 0.626
H8 1.534 -1.735 0.017
H9 2.380 -1.103 1.445
H10 3.079 -0.877 -0.173
H11 1.668 0.702 -1.982
H12 -0.821 1.293 -2.202

The following is a DFT calculation (ωB97M-V/def2-TZVPD) of an isolated molecule of C7H12.

The calculation puts the largest force on an atom at 0.543 eV/A. The calculation puts the LUMO energy at 1.08 eV. For the total energy, the calculation gives -273.858494 hartree. As for the SMILES: CC#CCCCC. For the highest occupied orbital energy, the calculation gives -9.312 eV. The calculation puts the energy relative to the best compared isomer or geometry (same formula, charge and spin) at 31.41 kcal/mol.

Atoms and positions in Å:
C1 -3.010 0.713 0.309
C2 -2.095 0.038 -0.718
C3 -0.662 -0.005 -0.198
C4 0.368 -0.698 -1.102
C5 1.679 -0.574 -0.452
C6 2.634 -0.352 0.250
C7 3.744 -0.051 1.154
H1 -3.308 0.013 1.097
H2 -2.487 1.545 0.798
H3 -3.919 1.117 -0.145
H4 -2.454 -0.977 -0.934
H5 -2.122 0.586 -1.669
H6 -0.639 -0.497 0.783
H7 -0.319 1.023 -0.029
H8 0.107 -1.753 -1.254
H9 0.383 -0.232 -2.096
H10 3.358 0.407 2.071
H11 4.451 0.652 0.701
H12 4.291 -0.955 1.435

The following is a DFT calculation (ωB97M-V/def2-TZVPD) of an isolated molecule of C7H12.

The calculation puts the largest force on an atom at 0.677 eV/A. The calculation puts the LUMO energy at 0.92 eV. For the total energy, the calculation gives -273.771765 hartree. For the highest occupied orbital energy, the calculation gives -9.514 eV. The calculation puts the energy relative to the best compared isomer or geometry (same formula, charge and spin) at 85.84 kcal/mol.

Atoms and positions in Å:
C1 1.364 2.501 0.802
C2 0.735 1.585 -0.245
C3 -0.253 0.590 0.368
C4 -0.911 -0.313 -0.666
C5 -2.307 -1.134 0.128
C6 -1.364 -1.931 -0.140
C7 -0.455 -3.089 -0.251
H1 0.602 3.097 1.316
H2 1.902 1.923 1.563
H3 2.080 3.195 0.348
H4 0.225 2.194 -1.004
H5 1.527 1.035 -0.772
H6 -1.037 1.124 0.918
H7 0.267 -0.036 1.104
H8 -1.549 0.239 -1.357
H9 -0.146 -0.769 -1.311
H10 0.491 -2.907 0.271
H11 -0.240 -3.351 -1.293
H12 -0.932 -3.954 0.220

The following is a DFT calculation (ωB97M-V/def2-TZVPD) of an isolated molecule of C7H12 at a distorted geometry.

The calculation puts the largest force on an atom at 1.612 eV/A. The calculation puts the LUMO energy at 1.03 eV. For the total energy, the calculation gives -273.883103 hartree. As for the SMILES: C[C@]12CC[C@H](C1)C2. For the highest occupied orbital energy, the calculation gives -10.366 eV. The calculation puts the energy relative to the best compared isomer or geometry (same formula, charge and spin) at 15.97 kcal/mol.

Atoms and positions in Å:
C1 -0.727 -1.140 -1.635
C2 -0.184 -0.297 -0.494
C3 -0.921 -0.368 0.831
C4 -0.059 0.577 1.691
C5 0.981 0.942 0.671
C6 0.097 1.243 -0.561
C7 1.271 -0.447 -0.059
H1 -0.202 -0.882 -2.587
H2 -0.601 -2.208 -1.342
H3 -1.808 -0.961 -1.774
H4 -0.980 -1.377 1.276
H5 -1.917 0.029 0.633
H6 -0.630 1.467 2.062
H7 0.386 0.106 2.562
H8 1.842 1.539 0.918
H9 0.687 1.532 -1.414
H10 -0.732 1.971 -0.453
H11 1.984 -0.352 -0.886
H12 1.513 -1.373 0.561

The following is a DFT calculation (ωB97M-V/def2-TZVPD) of an isolated molecule of C7H12 at a distorted geometry.

The calculation puts the largest force on an atom at 2.264 eV/A. The calculation puts the LUMO energy at 0.68 eV. For the total energy, the calculation gives -273.837462 hartree. As for the SMILES: C=C(C)/C(C)=C/C. For the highest occupied orbital energy, the calculation gives -8.025 eV. The calculation puts the energy relative to the best compared isomer or geometry (same formula, charge and spin) at 44.61 kcal/mol.

Atoms and positions in Å:
C1 0.238 2.241 -0.067
C2 0.755 0.919 0.434
C3 1.795 0.951 1.284
C4 -1.095 -0.237 -0.644
C5 0.122 -0.315 -0.057
C6 0.507 -1.607 0.665
C7 -1.615 -1.393 -1.456
H1 1.065 2.932 -0.212
H2 -0.271 2.146 -1.034
H3 -0.567 2.683 0.521
H4 2.113 0.139 1.920
H5 2.302 1.906 1.324
H6 -1.841 0.492 -0.345
H7 -0.161 -1.678 1.522
H8 0.335 -2.499 0.070
H9 1.547 -1.573 0.978
H10 -2.467 -1.849 -0.940
H11 -1.894 -1.079 -2.457
H12 -0.869 -2.181 -1.507